Entry 1:
A cluster of 10 separate species, C4H29N2O11 in total at a distorted geometry. Source: the Open Molecules 2025 dataset; level of theory: wB97M-V/def2-TZVPD.

The geometry in ORCA input format:
```
! wB97M-V def2-TZVPD RIJCOSX def2/J DEFGRID3
* xyz 1 1
N 0.605 0.667 -0.188
C 0.136 -0.760 -0.072
C -1.383 -1.009 -0.319
C -2.178 -1.713 0.769
O -1.327 -1.911 -1.428
C 0.484 -1.169 1.333
N 1.288 -2.233 1.467
O 0.350 -0.422 2.320
H 0.081 1.053 -0.982
H 1.639 0.624 -0.432
H 0.605 1.156 0.706
H 0.763 -1.335 -0.751
H -1.872 -0.078 -0.587
H -2.277 -1.077 1.664
H -1.718 -2.717 0.852
H -3.182 -1.957 0.450
H -1.504 -1.569 -2.312
H 1.464 -2.822 0.645
H 1.584 -2.563 2.372
H -0.625 2.414 1.654
H -2.146 2.182 1.892
O -1.436 2.853 1.895
H -1.203 -3.410 -3.496
H -0.381 -3.637 -2.298
O -0.661 -4.091 -3.102
H -2.211 4.359 -0.637
H -1.491 3.167 0.063
O -1.469 3.774 -0.717
H 2.460 3.374 -1.734
H 3.441 2.774 -0.961
O 3.002 2.566 -1.801
H 2.448 -4.104 -1.193
H 1.331 -4.966 -0.702
O 1.774 -4.118 -0.510
H 1.180 4.132 1.183
H 1.746 3.121 2.197
O 1.799 3.398 1.264
H -2.935 0.689 3.814
H -1.586 0.934 3.241
O -2.471 0.642 2.967
H -1.710 1.861 -1.681
H -1.289 1.420 -3.190
O -1.397 1.141 -2.263
H 3.725 -0.081 -1.230
H 3.459 -0.407 0.349
O 3.086 -0.156 -0.514
*
```

Summary:
ΔE to the lowest compared entry with this formula, charge and spin: 2.045 eV
E_HOMO: -0.4927 hartree
Kohn-Sham gap: 10.71 eV

Entry 2:
A cluster of 9 separate species, C4H29N2O8 in total at a distorted geometry. Source: the Open Molecules 2025 dataset; level of theory: wB97M-V/def2-TZVPD.

The geometry in ORCA input format:
```
! wB97M-V def2-TZVPD RIJCOSX def2/J DEFGRID3
* xyz 1 1
C -1.543 0.985 -3.232
C -1.604 0.465 -1.827
C -2.074 1.398 -0.723
C -1.738 0.897 0.692
N -0.337 0.475 0.946
N -0.281 -0.204 -1.627
H -2.564 1.568 -3.382
H -0.815 1.669 -3.400
H -1.422 0.237 -4.118
H -2.318 -0.409 -2.064
H -3.132 1.778 -0.746
H -1.646 2.509 -0.847
H -2.198 1.714 1.333
H -2.335 -0.051 0.840
H 0.464 1.163 0.797
H -0.091 0.028 1.859
H 0.575 0.376 -1.790
H -0.113 -0.579 -0.669
H -0.214 -0.949 -2.192
H -2.579 -3.980 -0.366
H -2.803 -3.472 -1.677
O -2.370 -3.255 -0.881
H 2.309 0.888 2.576
H 2.966 2.106 2.928
O 2.895 1.525 2.237
H 0.754 -4.316 1.496
H 1.712 -3.175 1.045
O 0.913 -3.407 1.522
H 0.511 -1.862 3.195
H 0.381 -0.768 4.391
O 0.436 -0.930 3.478
H -0.018 -3.162 -1.271
H 0.923 -2.320 -0.354
O 0.795 -2.815 -1.129
H 1.757 -0.901 1.200
H 3.021 -0.557 0.620
O 2.300 -1.166 0.434
H 0.457 3.363 1.497
H 0.988 4.562 0.859
O 0.668 4.199 1.666
H 2.959 2.197 -0.492
H 2.029 2.456 -1.620
O 2.385 1.720 -1.205
*
```

Summary:
ΔE to the lowest compared entry with this formula, charge and spin: 4.317 eV
E_HOMO: -0.4740 hartree
Kohn-Sham gap: 10.36 eV

Entry 3:
A cluster of 10 separate species, C4H29N2O9S in total at a distorted geometry. Source: the Open Molecules 2025 dataset; level of theory: wB97M-V/def2-TZVPD.

The geometry in ORCA input format:
```
! wB97M-V def2-TZVPD RIJCOSX def2/J DEFGRID3
* xyz -1 1
N 0.652 0.755 -0.825
C -0.790 0.970 -0.672
C -1.298 2.262 -1.358
S -0.321 2.621 -2.892
C -1.265 0.826 0.726
N -0.571 -0.322 1.447
C 0.249 0.137 2.561
H 0.947 0.832 -1.792
H 1.116 1.583 -0.436
H -1.141 0.109 -1.303
H -2.274 1.948 -1.750
H -1.432 3.202 -0.828
H -2.310 0.541 0.819
H -0.914 1.690 1.346
H -0.004 -0.823 0.770
H 1.060 0.836 2.390
H 0.608 -0.647 3.183
H -0.416 0.687 3.254
H -0.317 3.112 1.375
H -0.402 4.407 0.720
O -0.432 4.058 1.622
H 2.075 0.178 1.081
H 3.155 -0.886 0.811
O 2.927 -0.152 1.391
H 1.874 -1.278 3.654
H 3.089 -0.429 2.978
O 2.687 -0.813 3.816
H 3.036 1.142 -2.354
H 2.667 0.498 -3.709
O 3.236 0.406 -2.938
H -1.095 -1.781 -2.915
H -1.133 -2.886 -1.884
O -1.722 -2.451 -2.513
H -0.618 0.214 -3.252
H -0.397 -0.388 -4.744
O -0.418 -0.573 -3.799
H -3.817 -0.328 -1.516
H -3.174 -1.755 -1.781
O -4.013 -1.264 -1.643
H -0.802 -1.676 3.852
H -1.711 -2.267 2.862
O -1.150 -2.536 3.601
H 0.943 -3.425 0.733
H 1.785 -2.895 -0.441
O 1.829 -3.436 0.354
*
```

Summary:
ΔE to the lowest compared entry with this formula, charge and spin: 2.484 eV
E_HOMO: -0.1566 hartree
Kohn-Sham gap: 6.71 eV

Entry 4:
A cluster of 10 separate species, C4H29NO10 in total at a distorted geometry. Source: the Open Molecules 2025 dataset; level of theory: wB97M-V/def2-TZVPD.

The geometry in ORCA input format:
```
! wB97M-V def2-TZVPD RIJCOSX def2/J DEFGRID3
* xyz -1 2
C 2.738 -1.173 -1.610
C 1.285 -0.781 -1.796
C 1.095 0.622 -2.403
O 1.415 1.537 -1.365
C 1.617 2.858 -1.679
N 0.681 -1.816 -2.601
H 3.283 -1.245 -2.552
H 2.784 -2.103 -1.043
H 3.287 -0.426 -1.038
H 0.768 -0.812 -0.837
H 0.042 0.696 -2.674
H 1.695 0.746 -3.305
H 2.505 2.884 -2.310
H 1.796 3.502 -0.817
H 0.758 3.326 -2.159
H -0.259 -1.522 -2.824
H 0.692 -2.693 -2.102
O 1.102 -2.390 1.344
H 2.047 -2.466 1.478
H 0.882 -3.118 0.763
O -3.445 0.658 2.504
H -3.232 0.938 1.614
H -4.341 0.325 2.443
O -0.555 2.479 0.529
H -0.088 2.260 -0.277
H -1.244 3.083 0.251
O -2.182 -2.072 -0.982
H -1.864 -1.324 -0.477
H -1.619 -2.799 -0.716
O -3.824 1.548 0.088
H -3.491 2.413 -0.149
H -3.836 1.061 -0.736
O 0.529 -0.709 3.669
H 1.404 -0.357 3.832
H 0.646 -1.311 2.934
O -1.134 -0.387 0.881
H -1.200 0.560 1.007
H -0.193 -0.561 0.858
O -1.843 -3.467 1.786
H -2.349 -3.228 2.563
H -1.044 -2.944 1.851
O 1.917 2.569 1.999
H 1.653 3.319 2.533
H 1.124 2.321 1.524
*
```

Summary:
E_HOMO (alpha / beta): 0.0039 / -0.2517 hartree
<S²>: 0.750
Kohn-Sham gap (alpha / beta): 2.09 / 8.93 eV

Entry 5:
A cluster of 11 separate species, C4H29NO13 in total at a distorted geometry. Source: the Open Molecules 2025 dataset; level of theory: wB97M-V/def2-TZVPD.

The geometry in ORCA input format:
```
! wB97M-V def2-TZVPD RIJCOSX def2/J DEFGRID3
* xyz 0 1
N 0.486 0.018 -0.917
C 1.030 -1.210 -0.228
C 2.417 -1.607 -0.806
O 2.435 -2.077 -2.163
C 1.183 -0.933 1.245
C -0.051 -1.415 2.011
O -0.013 -2.272 2.872
O -1.269 -0.874 1.770
H -0.352 0.210 -0.407
H 0.333 -0.096 -1.907
H 0.422 -2.012 -0.607
H 2.606 -2.605 -0.324
H 3.128 -0.813 -0.733
H 2.451 -1.373 -2.834
H 1.214 0.183 1.301
H 2.082 -1.320 1.716
H -1.926 -1.447 2.200
O -4.010 -0.050 -1.396
H -3.615 0.591 -2.002
H -3.614 0.258 -0.562
O -0.989 0.774 -3.741
H -1.598 0.341 -4.339
H -1.421 1.388 -3.113
O 2.149 2.273 -0.789
H 2.440 2.061 -1.688
H 1.410 1.554 -0.793
O -2.081 1.534 0.520
H -2.117 2.296 1.118
H -1.797 0.743 1.021
O 1.827 2.364 2.661
H 2.753 2.384 2.923
H 1.291 2.444 3.459
O 3.853 0.924 0.723
H 3.056 1.447 0.425
H 4.638 1.291 0.312
O -0.996 -3.243 0.638
H -0.840 -3.948 1.266
H -1.873 -3.161 0.238
O -0.575 3.337 1.715
H -0.370 4.254 1.928
H 0.293 2.896 1.721
O -1.468 2.593 -1.810
H -0.670 3.134 -1.894
H -1.348 2.350 -0.855
O -2.822 -2.588 -1.259
H -1.991 -2.144 -1.469
H -3.464 -1.860 -1.389
*
```

Summary:
ΔE to the lowest compared entry with this formula, charge and spin: 2.965 eV
E_HOMO: -0.3550 hartree
SMILES: N[C@@H](CO)CC(=O)O.O.O.O.O.O.O.O.O.O.O
Kohn-Sham gap: 9.75 eV

Entry 6:
A cluster of 11 separate species, C4H29NO13 in total at a distorted geometry. Source: the Open Molecules 2025 dataset; level of theory: wB97M-V/def2-TZVPD.

The geometry in ORCA input format:
```
! wB97M-V def2-TZVPD RIJCOSX def2/J DEFGRID3
* xyz 0 1
N -2.714 -1.663 0.574
C -1.773 -0.710 0.175
C -2.328 0.723 0.433
C -1.506 1.583 1.401
O -0.977 0.969 2.584
C -1.459 -0.833 -1.391
O -2.145 -0.376 -2.272
O -0.706 -1.937 -1.609
H -3.676 -1.535 0.283
H -2.404 -2.601 0.316
H -0.806 -0.808 0.753
H -2.337 1.353 -0.474
H -3.355 0.585 0.873
H -2.260 2.404 1.680
H -0.547 2.020 0.909
H -1.743 0.694 3.072
H -0.653 -2.126 -2.595
O 2.605 0.335 -1.284
H 3.019 -0.478 -1.603
H 1.745 0.399 -1.705
O 2.819 -2.307 -1.835
H 2.181 -2.888 -2.218
H 2.762 -2.299 -0.834
O 1.181 -2.048 2.772
H 1.493 -2.824 2.215
H 0.350 -1.849 2.312
O 0.378 1.500 -1.835
H 0.380 1.711 -2.774
H 0.569 2.323 -1.362
O 0.487 3.682 -0.424
H 0.819 4.592 -0.637
H 1.211 3.348 0.101
O -1.484 -4.747 -0.517
H -1.922 -4.709 0.343
H -0.801 -4.043 -0.529
O -2.051 2.378 -3.700
H -1.998 1.569 -3.192
H -2.606 3.005 -3.205
O 1.800 0.925 3.003
H 2.064 0.292 3.659
H 0.873 1.039 2.992
O 2.830 -1.399 0.739
H 2.895 -0.526 0.320
H 2.190 -1.241 1.514
O 2.461 2.541 0.937
H 2.972 1.956 0.369
H 2.165 2.019 1.666
*
```

Summary:
ΔE to the lowest compared entry with this formula, charge and spin: 3.086 eV
E_HOMO: -0.3651 hartree
SMILES: N[C@H](CCO)C(=O)O.O.O.O.O.O.O.O.O.O.O
Kohn-Sham gap: 9.91 eV

Entry 7:
A cluster of 12 separate species, C4H29NO14 in total at a distorted geometry. Source: the Open Molecules 2025 dataset; level of theory: wB97M-V/def2-TZVPD.

The geometry in ORCA input format:
```
! wB97M-V def2-TZVPD RIJCOSX def2/J DEFGRID3
* xyz 0 1
C 0.266 -2.305 3.250
C -0.769 -1.937 2.236
O -1.971 -1.988 2.456
N -0.336 -1.461 1.006
C 1.070 -1.303 0.654
C 1.447 -2.445 -0.266
O 2.480 -3.059 -0.434
O 0.515 -2.658 -1.215
H 0.095 -1.808 4.230
H 0.212 -3.345 3.553
H 1.263 -2.136 2.893
H -1.022 -1.157 0.286
H 1.106 -0.395 -0.012
H 1.633 -1.038 1.613
H 0.527 -3.577 -1.596
O 3.707 2.347 0.308
H 3.678 2.025 1.211
H 3.138 3.120 0.168
O 0.214 1.004 -2.426
H 1.152 1.277 -2.273
H 0.456 0.085 -2.600
O -0.458 1.881 1.674
H -0.615 1.522 0.802
H -1.311 2.245 1.987
O -3.866 -0.901 0.841
H -3.052 -1.269 1.215
H -4.065 -1.366 0.001
O 3.020 0.724 -1.697
H 3.650 0.002 -1.700
H 3.324 1.189 -0.878
O -0.549 5.027 -2.365
H 0.205 4.497 -2.079
H -1.239 4.342 -2.209
O -2.139 -1.169 -1.723
H -1.569 -1.844 -2.096
H -2.351 -0.670 -2.528
O -3.333 1.810 1.078
H -4.160 2.102 0.676
H -3.436 0.837 1.084
O 1.162 -4.975 -2.274
H 1.740 -5.159 -1.520
H 1.873 -4.604 -2.836
O -1.619 2.443 -1.062
H -0.969 1.786 -1.350
H -2.283 2.040 -0.488
O 1.447 3.536 1.370
H 1.126 2.760 1.864
H 0.603 3.967 1.169
*
```

Summary:
ΔE to the lowest compared entry with this formula, charge and spin: 1.787 eV
E_HOMO: -0.3739 hartree
SMILES: CC(=O)NCC(=O)O.O.O.O.O.O.O.O.O.O.O.O
Kohn-Sham gap: 10.06 eV

Entry 8:
A structure of composition C4H2AgO2 at a distorted geometry. Source: the Open Molecules 2025 dataset; level of theory: wB97M-V/def2-TZVPD.

The geometry in ORCA input format:
```
! wB97M-V def2-TZVPD RIJCOSX def2/J DEFGRID3
* xyz 2 2
O -1.431 -1.620 -1.217
C -1.112 -0.681 -0.675
C -0.484 0.801 -0.409
C -1.494 0.729 0.496
H -1.364 0.741 1.581
H -1.637 1.834 -0.174
O 2.701 -0.883 0.151
C 3.168 -1.907 0.303
Ag 1.653 0.985 -0.057
*
```

Summary:
E_HOMO (alpha / beta): -0.7283 / -0.7748 hartree
<S²>: 0.759
Kohn-Sham gap (alpha / beta): 7.03 / 8.49 eV